Molecular formula: C5H12FN2O3PS2
Method: DFT, ωB97M-V/def2-TZVPD

Structure (ORCA input):
```
! wB97M-V def2-TZVPD RIJCOSX def2/J DEFGRID3
* xyz 0 1
C 1.922 2.691 1.685
C 1.252 1.325 1.809
C 2.290 0.212 1.940
N 0.489 1.049 0.613
P -1.001 1.283 0.295
O -1.681 2.724 0.349
O -2.194 0.449 1.028
S -1.089 0.692 -1.729
S 0.046 -0.980 -1.318
N -0.908 -2.225 -2.018
C -0.687 -2.581 -3.408
C -1.846 -2.895 -1.330
O -2.561 -3.771 -1.676
F -1.935 -2.403 -0.045
H 2.547 2.706 0.798
H 1.166 3.466 1.583
H 2.533 2.896 2.560
H 0.614 1.322 2.705
H 2.932 0.396 2.796
H 2.893 0.171 1.037
H 1.797 -0.749 2.065
H -2.641 2.699 0.355
H -2.029 -0.483 1.175
H 0.122 -3.308 -3.493
H -1.603 -3.008 -3.818
H -0.426 -1.678 -3.956
*
```

The value obtained for the HOMO-LUMO gap is 9.20 eV. The value obtained for the HOMO energy is -0.33191 Eh. Its energy above the lowest of the compared OMol25 structures with the same formula, charge and spin is 0.0 kJ/mol.

=====

Molecular formula: C5H12FeO3
Method: DFT, ωB97M-V/def2-TZVPD

Structure (ORCA input):
```
! wB97M-V def2-TZVPD RIJCOSX def2/J DEFGRID3
* xyz 1 6
H -4.313 0.985 0.977
C 3.221 0.058 0.404
O 2.925 1.329 -0.084
C 2.154 -0.956 0.007
O 0.862 -0.375 0.300
C -0.226 -1.276 0.111
C -1.524 -0.495 0.082
O -1.312 0.627 -0.727
C -2.376 1.547 -0.702
Fe 1.052 1.555 -0.106
H 3.305 0.059 1.509
H 4.182 -0.322 0.013
H 2.253 -1.892 0.574
H 2.188 -1.175 -1.072
H -0.244 -1.986 0.949
H -0.084 -1.835 -0.827
H -1.815 -0.180 1.102
H -2.333 -1.130 -0.322
H -2.125 2.386 -1.396
H -3.298 1.088 -1.096
H -2.491 1.985 0.304
*
```

The value obtained for the HOMO-LUMO gap (spin up / spin down) is 8.77 / 8.04 eV. Its expectation value of S² is 8.76. The value obtained for the HOMO energy (spin up / spin down) is -0.50425 / -0.50254 Eh. Its energy above the lowest of the compared OMol25 structures with the same formula, charge and spin is 155.6 kJ/mol.

=====

Molecular formula: C5H12IP
Method: DFT, ωB97M-V/def2-TZVPD

Structure (ORCA input):
```
! wB97M-V def2-TZVPD RIJCOSX def2/J DEFGRID3
* xyz 0 1
C 0.179 1.492 0.360
C 0.759 0.956 -0.706
C 0.132 0.475 -1.886
C 1.158 -0.355 -2.762
H -0.891 1.678 0.641
H 0.644 1.829 1.296
H 1.868 0.733 -0.641
H -0.891 -0.005 -1.611
H -0.208 1.289 -2.584
H 1.003 -0.135 -3.766
H 2.189 0.154 -2.695
H 1.184 -1.359 -2.469
C -1.009 -0.851 3.248
P -0.340 -1.785 1.716
I -2.507 -1.535 0.471
H -0.146 -0.391 3.877
H -1.457 -1.553 3.873
H -1.672 -0.062 2.905
H 0.005 -0.575 0.733
*
```

The value obtained for the HOMO-LUMO gap is 8.54 eV. The value obtained for the HOMO energy is -0.31425 Eh. Its energy above the lowest of the compared OMol25 structures with the same formula, charge and spin is 178.3 kJ/mol.

=====

Molecular formula: C5H12MgN2O2
Method: DFT, ωB97M-V/def2-TZVPD

Structure (ORCA input):
```
! wB97M-V def2-TZVPD RIJCOSX def2/J DEFGRID3
* xyz 0 1
Mg 0.607 0.935 -1.637
C -3.822 2.469 -1.866
H -2.840 1.983 -1.734
H -3.863 3.430 -1.337
H -4.569 1.812 -1.421
H -3.968 2.546 -2.928
H 0.943 1.526 -3.194
C 1.504 -0.514 2.438
C 1.026 -0.362 1.031
N 0.576 0.789 0.474
O 0.193 1.795 1.441
C 1.158 -1.401 0.094
C 1.801 -2.712 0.328
N 0.692 -1.023 -1.136
O 0.348 -1.909 -1.989
H 1.167 0.400 2.945
H 2.605 -0.596 2.456
H 1.133 -1.412 2.963
H -0.605 1.399 1.888
H 1.689 -3.344 -0.562
H 2.880 -2.610 0.543
H 1.345 -3.203 1.203
*
```

The value obtained for the HOMO-LUMO gap (spin up / spin down) is 7.41 / 7.51 eV. The value obtained for the HOMO energy (spin up / spin down) is -0.29660 / -0.29263 Eh. Its energy above the lowest of the compared OMol25 structures with the same formula, charge and spin is 0.0 kJ/mol.

=====

Molecular formula: C5H12N
Method: DFT, ωB97M-V/def2-TZVPD

Structure (ORCA input):
```
! wB97M-V def2-TZVPD RIJCOSX def2/J DEFGRID3
* xyz 1 1
C -1.407 2.355 0.478
C -0.497 1.133 0.802
C 0.055 -0.056 0.329
N 0.914 -0.854 1.275
C -0.360 -0.903 -0.911
C 0.903 -1.428 -1.666
H -2.020 2.146 -0.310
H -1.853 2.801 1.340
H -0.627 3.002 0.202
H -0.024 1.179 1.807
H 0.648 -1.799 1.200
H 0.762 -0.349 2.225
H 1.871 -0.677 0.912
H -0.998 -1.646 -0.619
H -1.091 -0.306 -1.447
H 1.134 -0.714 -2.448
H 0.738 -2.385 -2.094
H 1.850 -1.499 -1.076
*
```

The value obtained for the HOMO-LUMO gap is 10.58 eV. The value obtained for the HOMO energy is -0.52009 Eh. Its energy above the lowest of the compared OMol25 structures with the same formula, charge and spin is 240.3 kJ/mol.

=====

Molecular formula: C5H12N
Method: DFT, ωB97M-V/def2-TZVPD

Structure (ORCA input):
```
! wB97M-V def2-TZVPD RIJCOSX def2/J DEFGRID3
* xyz 1 1
C -0.490 -1.619 1.582
C -0.488 -0.375 1.150
N 0.356 0.616 1.916
C -0.990 0.151 -0.155
C 0.166 0.773 -1.039
C 0.600 -0.033 -2.277
H 0.213 -2.150 2.221
H -1.067 -2.377 1.061
H -0.220 1.425 2.141
H 0.886 0.220 2.696
H 1.119 0.894 1.286
H -1.466 -0.512 -0.875
H -1.659 0.993 -0.013
H 1.089 1.083 -0.551
H -0.344 1.647 -1.446
H 1.263 0.544 -2.930
H 1.316 -0.808 -2.030
H -0.284 -0.474 -2.736
*
```

The value obtained for the HOMO-LUMO gap is 11.11 eV. The value obtained for the HOMO energy is -0.54230 Eh. Its energy above the lowest of the compared OMol25 structures with the same formula, charge and spin is 183.5 kJ/mol.